No. 1
DFT (ωB97M-V/def2-TZVPD) results for the molecule ClH2NS2 at a distorted geometry.

Cartesian coordinates (Å):
S  -1.13672  1.04049  -0.58945
N  0.23166  0.29116  -0.01613
S  0.22416  -1.00700  0.91434
Cl  1.37979  0.02627  -1.64024
H  -1.92630  0.08242  -0.53247
H  1.22741  -0.43334  1.86395

Output
* frontier orbital gap: 0.31046 hartree
* energy relative to the best compared isomer or geometry (same formula, charge and spin): 89.6 kJ/mol
* HOMO: -9.39 eV

natural (NBO) atomic charge list, values in e, 5 entries: atom 1 (S): 0.348, atom 2 (N): -0.763, atom 3 (S): 0.331, atom 4 (Cl): -0.107, atom 5 (H): 0.062

No. 2
DFT (ωB97M-V/def2-TZVPD) results for the molecule ClH2O2PS at a distorted geometry.

Cartesian coordinates (Å):
O  0.05593  -1.78031  -0.35842
O  0.07221  0.78073  -0.10111
P  0.87396  -0.45557  -0.70328
S  3.11776  -0.98570  0.42322
Cl  0.71750  -0.18697  -2.59540
H  0.60761  -2.50144  -0.14596
H  0.44189  1.75705  -0.14002

Output
* frontier orbital gap (spin up / spin down): 0.26692 / 0.25666 hartree
* 2S+1: 3
* energy relative to the best compared isomer or geometry (same formula, charge and spin): 0.0 kJ/mol
* HOMO (spin up / spin down): -6.94 / -8.75 eV

natural (NBO) atomic charge list, values in e, 5 entries: atom 1 (O): -0.980, atom 2 (O): -1.027, atom 3 (P): 1.530, atom 4 (S): -0.338, atom 5 (Cl): -0.264

No. 3
DFT (ωB97M-V/def2-TZVPD) results for the molecule ClH2O2PS2 at a distorted geometry.

Cartesian coordinates (Å):
O  -0.76084  0.47553  0.91816
P  0.19647  -0.55989  0.16168
O  0.10369  -0.27551  -1.39580
S  1.91867  -0.53049  0.94283
S  -0.82305  -2.39080  0.02669
Cl  -1.31633  -3.19205  1.85695
H  -0.25639  0.84353  1.74621
H  -0.87258  -0.25252  -1.64854

Output
* frontier orbital gap: 0.31682 hartree
* energy relative to the best compared isomer or geometry (same formula, charge and spin): 23.8 kJ/mol
* HOMO: -9.32 eV

natural (NBO) atomic charge list, values in e, 5 entries: atom 1 (O): -1.006, atom 2 (P): 1.626, atom 3 (O): -0.962, atom 4 (S): -0.546, atom 5 (S): -0.054

No. 4
DFT (ωB97M-V/def2-TZVPD) results for the molecule ClH2O3PS at a distorted geometry.

Cartesian coordinates (Å):
O  -0.03756  0.02340  -2.07336
O  0.88986  0.35181  -1.06215
P  0.56342  0.47858  0.51023
O  -0.56264  -1.19164  0.70688
S  2.06738  0.49528  1.63428
Cl  -1.06276  1.61626  0.69892
H  -0.63769  -0.74656  -1.76143
H  -1.22002  -1.02712  1.34663

Output
* frontier orbital gap: 0.38047 hartree
* energy relative to the best compared isomer or geometry (same formula, charge and spin): 257.8 kJ/mol
* HOMO: -10.37 eV

natural (NBO) atomic charge list, values in e, 5 entries: atom 1 (O): -0.387, atom 2 (O): -0.549, atom 3 (P): 1.532, atom 4 (O): -0.990, atom 5 (S): -0.356

No. 5
DFT (ωB97M-V/def2-TZVPD) results for the molecule ClH2O3PS at a distorted geometry.

Cartesian coordinates (Å):
O  0.10444  1.55145  0.55074
O  0.35449  -0.89836  -0.26654
O  -0.82620  1.41581  -0.49570
P  -0.16580  0.30260  -1.54694
S  -1.39547  -0.27521  -2.87115
Cl  1.52901  1.13731  -1.92711
H  -0.41454  1.54620  1.35303
H  0.45268  -1.83827  -0.45402

Output
* frontier orbital gap (spin up / spin down): 0.18125 / 0.18700 hartree
* 2S+1: 3
* energy relative to the best compared isomer or geometry (same formula, charge and spin): 277.4 kJ/mol
* HOMO (spin up / spin down): -4.61 / -9.55 eV

natural (NBO) atomic charge list, values in e, 5 entries: atom 1 (O): -0.446, atom 2 (O): -1.005, atom 3 (O): -0.520, atom 4 (P): 1.295, atom 5 (S): -0.108

No. 6
DFT (ωB97M-V/def2-TZVPD) results for a cluster of 2 separate species, ClH3N2S in total at a distorted geometry.

Cartesian coordinates (Å):
N  -1.35738  -0.69937  -0.52058
N  1.11897  1.15109  0.92826
S  0.86929  0.47595  -0.40189
Cl  1.99252  -1.28497  -0.59916
H  -1.66670  -0.41158  -1.38072
H  0.91604  0.75048  1.87073
H  -1.87274  0.01839  0.10336

Output
* frontier orbital gap (spin up / spin down): 0.30018 / 0.33778 hartree
* energy relative to the best compared isomer or geometry (same formula, charge and spin): 190.0 kJ/mol
* HOMO (spin up / spin down): -9.02 / -10.44 eV

natural (NBO) atomic charge list, values in e, 5 entries: atom 1 (N): -0.759, atom 2 (N): -0.972, atom 3 (S): 0.975, atom 4 (Cl): -0.260, atom 5 (H): 0.303

What is the formula in the fifth record? ClH2O3PS

Look up the energy relative to the best compared isomer or geometry (same formula, charge and spin) of the fourth one. 257.8 kJ/mol

Among the records above, which one has the highest energy relative to the best compared isomer or geometry (same formula, charge and spin)? number 5

Among the records above, which one has the lowest energy relative to the best compared isomer or geometry (same formula, charge and spin)? ClH2O2PS